1.
{
  "formula": "C24H24N4O4",
  "method": "ωB97M-V/def2-TZVPD",
  "elements": ["C", "O", "C", "C", "C", "C", "N", "N", "C", "O", "C", "C", "C", "N", "C", "C", "C", "C", "C", "O", "C", "C", "O", "N", "C", "C", "C", "C", "C", "C", "C", "C", "H", "H", "H", "H", "H", "H", "H", "H", "H", "H", "H", "H", "H", "H", "H", "H", "H", "H", "H", "H", "H", "H", "H", "H"],
  "coordinates": [[-1.4116, 3.4133, -0.3017], [-0.4279, 2.4037, -0.3076], [-0.8286, 1.1019, -0.2038], [-2.1565, 0.7194, -0.1365], [-2.5334, -0.6241, -0.0659], [-3.9317, -0.9776, -0.0057], [-4.8368, -0.0844, -0.0113], [-6.1269, -0.4418, 0.0487], [-7.1256, 0.4957, -0.0179], [-6.9245, 1.6796, -0.1476], [-8.4985, -0.0927, 0.0671], [-8.8154, -1.1880, 0.8664], [-10.1305, -1.6284, 0.8850], [-11.0979, -1.0690, 0.1809], [-10.7996, -0.0207, -0.5671], [-9.5236, 0.5122, -0.6552], [-1.5464, -1.6051, -0.0636], [-0.2195, -1.2352, -0.1160], [0.1664, 0.1008, -0.1800], [1.5156, 0.2970, -0.2545], [2.0945, 1.5406, 0.0883], [3.6143, 1.4045, 0.2494], [4.2696, 2.3410, 0.6516], [4.0823, 0.1906, -0.1090], [5.3962, -0.2918, -0.1069], [5.6100, -1.6019, -0.5229], [6.8910, -2.1176, -0.5379], [7.9816, -1.3546, -0.1445], [9.3619, -1.9361, -0.1699], [7.7672, -0.0379, 0.2739], [8.9159, 0.8202, 0.7065], [6.4814, 0.4804, 0.2891], [-1.9933, 3.4018, 0.6242], [-0.8610, 4.3500, -0.3725], [-2.0863, 3.3212, -1.1575], [-2.9499, 1.4469, -0.1487], [-4.1762, -2.0479, 0.0445], [-6.3675, -1.4358, 0.0863], [-8.0745, -1.6715, 1.4860], [-10.4246, -2.4731, 1.4943], [-11.6252, 0.4108, -1.1172], [-9.3093, 1.3760, -1.2643], [-1.8134, -2.6498, -0.0146], [0.5605, -1.9805, -0.1084], [1.9109, 2.2942, -0.6861], [1.6909, 1.9226, 1.0317], [3.3781, -0.4692, -0.4166], [4.7741, -2.2126, -0.8341], [7.0462, -3.1365, -0.8633], [9.8048, -1.9188, 0.8256], [10.0100, -1.3589, -0.8290], [9.3403, -2.9647, -0.5208], [9.6382, 0.9300, -0.1019], [9.4337, 0.3698, 1.5529], [8.5675, 1.8072, 0.9975], [6.3130, 1.4948, 0.6108]],
  "lowdin_charge": [-0.07, -0.10, -0.18, 0.04, -0.21, -0.09, 0.07, 0.04, -0.43, 0.10, -0.14, -0.02, -0.14, 0.06, -0.13, 0.01, -0.04, 0.00, -0.17, -0.04, -0.08, -0.44, 0.07, 0.14, -0.21, -0.03, -0.05, -0.25, -0.05, -0.23, -0.04, 0.03, 0.10, 0.10, 0.10, 0.11, 0.13, 0.14, 0.11, 0.11, 0.11, 0.12, 0.11, 0.12, 0.14, 0.15, 0.14, 0.11, 0.11, 0.08, 0.08, 0.07, 0.08, 0.08, 0.08, 0.10],
  "e_homo_ev": -8.17,
  "relative_energy_ev": 3.0127,
  "lumo_energy_ev": -0.134,
  "homo_lumo_gap_ev": 8.033,
  "smiles": "COc1cc(/C=N/NC(=O)c2ccncc2)ccc1OCC(=O)Nc1ccc(C)c(C)c1"
}

***

2.
{
  "formula": "C5H10N",
  "method": "ωB97M-V/def2-TZVPD",
  "elements": ["C", "N", "C", "C", "C", "C", "H", "H", "H", "H", "H", "H", "H", "H", "H", "H"],
  "coordinates": [[1.9056, -0.7988, -0.5402], [1.8283, -0.0394, 0.4835], [0.9635, 1.1039, 0.7543], [-0.4993, 0.6286, 0.5183], [-0.9223, -0.4691, -0.1961], [-2.2906, -0.4528, -0.6646], [1.4353, -0.3119, -1.3759], [2.5189, -1.7425, -0.5966], [2.4728, -0.2018, 1.2808], [1.1550, 2.0618, 0.2004], [1.1338, 1.4037, 1.7671], [-1.3200, 1.2753, 0.9380], [-0.3431, -1.3080, -0.5280], [-2.6259, 0.6469, -0.9316], [-2.8547, -0.6083, 0.2374], [-2.5572, -1.1876, -1.3468]],
  "lowdin_charge": [0.16, 0.03, -0.12, -0.06, -0.17, -0.10, 0.12, 0.16, 0.19, 0.15, 0.12, 0.14, 0.09, 0.14, 0.09, 0.06],
  "charge": 1,
  "e_homo_ev": -13.19,
  "relative_energy_ev": 2.2333,
  "lumo_energy_ev": -5.200,
  "homo_lumo_gap_ev": 7.986,
  "smiles": "C=[NH+]C/C=C/C"
}

***

3.
{
  "formula": "C4H6S3",
  "method": "ωB97M-V/def2-TZVPD",
  "elements": ["S", "C", "S", "C", "C", "C", "S", "H", "H", "H", "H", "H", "H"],
  "coordinates": [[-3.9464, -0.4441, -0.5619], [-2.3638, -0.1780, -0.3033], [-1.4559, 1.2310, -0.7198], [0.2106, 0.9758, -0.2034], [0.5565, 0.1948, 1.0344], [0.9501, -0.3084, -0.3344], [2.5863, -0.2117, -0.9444], [-1.7816, -0.9839, 0.1477], [0.7559, 1.9100, -0.3088], [-0.1815, -0.4367, 1.5087], [1.2444, 0.6869, 1.7219], [0.3494, -1.1307, -0.7186], [3.0759, -1.3050, -0.3181]],
  "lowdin_charge": [0.59, -1.08, 0.92, -0.63, -0.15, -0.71, 0.77, 0.00, 0.10, 0.09, 0.11, 0.10, -0.12],
  "e_homo_ev": -8.80,
  "relative_energy_ev": 0.9743,
  "lumo_energy_ev": -0.287,
  "homo_lumo_gap_ev": 8.514,
  "smiles": "S=CS[C@H]1C[C@@H]1S"
}

***

4.
{
  "formula": "C6H12O",
  "method": "ωB97M-V/def2-TZVPD",
  "elements": ["C", "C", "C", "C", "C", "C", "H", "H", "H", "H", "H", "H", "H", "H", "H", "H", "O", "H", "H"],
  "coordinates": [[2.1905, -0.5881, -0.8716], [0.8904, -0.1239, -0.7137], [0.5115, 1.1143, -1.4749], [-0.0311, -0.5593, 0.2685], [-0.9350, -1.5079, -0.0027], [-1.7995, -2.0328, 1.1269], [2.9994, -0.1088, -1.5937], [2.4285, -1.2941, -0.1536], [-0.1992, 1.7503, -0.9082], [1.3437, 1.7186, -1.7600], [0.1404, 0.8728, -2.4798], [0.1058, -0.2354, 1.4074], [-0.9647, -2.1020, -0.9100], [-2.8625, -1.6838, 1.1315], [-1.5225, -1.8546, 2.2799], [-1.6773, -3.0884, 1.1568], [-0.1547, 3.0059, 1.4566], [0.4365, 3.6988, 1.2249], [-0.9003, 3.0183, 0.8157]],
  "lowdin_charge": [0.06, -0.39, -0.08, -0.14, -0.14, -0.14, 0.11, 0.02, 0.06, 0.06, 0.08, 0.17, 0.11, 0.07, 0.11, 0.04, -0.06, 0.01, 0.05],
  "e_homo_ev": -8.95,
  "relative_energy_ev": 2.9634,
  "lumo_energy_ev": 0.807,
  "homo_lumo_gap_ev": 9.752,
  "smiles": "C=C(C)/C=C/C.O"
}